(1)
The following is a quantum chemistry calculation of C2H4N2OS in the gas phase at a distorted geometry, from the Open Molecules 2025 dataset.

## Properties
* total charge: 0
* maximum force: 0.121 hartree/bohr
* SMILES: N/N=C\C(O)=S

Last column: Löwdin charge in e.
Element x y z (Å)
1 C -0.269 -0.975 -0.119  -0.1757
2 C -1.459 0.158 -0.150  -0.8216
3 H 1.020 0.795 0.899  0.1603
4 H 2.733 -0.172 0.403  0.1819
5 H -0.657 -2.012 -0.459  0.1098
6 H -0.095 1.562 -0.783  0.2144
7 N 1.681 0.254 0.152  -0.0582
8 N 1.026 -0.840 -0.032  -0.1683
9 O -1.008 1.546 -0.054  -0.1642
10 S -2.973 -0.317 0.144  0.7216

(2)
The following is a quantum chemistry calculation of C2H4N2OS in the gas phase at a distorted geometry, from the Open Molecules 2025 dataset.

## Properties
* total charge: 0
* maximum force: 0.021 hartree/bohr
* SMILES: NN(C=O)C=S

Last column: Löwdin charge in e.
Element x y z (Å)
1 C 0.236 1.326 0.001  -0.2953
2 C -1.294 -0.640 0.004  -0.6667
3 H 1.623 -0.817 0.837  0.1061
4 H 1.620 -0.846 -0.817  0.0914
5 H 1.333 1.443 -0.014  0.1318
6 H -1.187 -1.727 -0.006  0.0616
7 N 1.031 -0.959 0.001  0.0513
8 N -0.047 -0.056 -0.006  -0.2179
9 O -0.562 2.216 0.001  0.0538
10 S -2.754 0.059 0.000  0.6839

(3)
The following is a quantum chemistry calculation of C2H4N2OS in the gas phase at a distorted geometry, from the Open Molecules 2025 dataset.

## Properties
* total charge: 0
* maximum force: 0.078 hartree/bohr
* SMILES: [O-][N+]1=NCCS1

Last column: Löwdin charge in e.
Element x y z (Å)
1 C -0.410 -0.152 0.803  -0.3028
2 C 0.239 -1.105 -0.324  -0.4769
3 N -0.085 1.162 0.647  0.0029
4 N 0.217 1.506 -0.540  -0.5373
5 O 0.466 2.608 -0.931  -0.0209
6 S 0.598 0.045 -1.657  0.9112
7 H -1.605 -0.236 0.701  0.1496
8 H -0.164 -0.328 1.889  0.1242
9 H 1.196 -1.586 0.064  0.0808
10 H -0.451 -1.914 -0.654  0.0692

(4)
The following is a quantum chemistry calculation of C2H4N2OS in the gas phase at a distorted geometry, from the Open Molecules 2025 dataset.

## Properties
* total charge: 0
* maximum force: 0.038 hartree/bohr
* SMILES: NN(C=O)C=S

Last column: Löwdin charge in e.
Element x y z (Å)
1 C 1.254 -0.396 -0.213  -0.2924
2 C -1.157 -0.379 -0.730  -0.7037
3 H 0.242 1.755 0.860  0.0934
4 H -0.197 0.523 1.898  0.0911
5 H 1.962 -0.017 0.595  0.1478
6 H -2.066 0.139 -0.398  0.0669
7 N -0.334 0.937 0.994  0.0672
8 N -0.091 -0.001 -0.013  -0.2186
9 O 1.664 -1.136 -1.051  0.0555
10 S -1.277 -1.424 -1.942  0.6927

(5)
The following is a quantum chemistry calculation of C2H4N2OS2 in the gas phase at a distorted geometry, from the Open Molecules 2025 dataset.

## Properties
* total charge: 0
* maximum force: 0.108 hartree/bohr
* SMILES: N/C(=N\S)C(=O)S

Last column: Löwdin charge in e.
Element x y z (Å)
1 C 0.015 -0.002 -0.205  -0.5558
2 C -0.042 -0.907 1.149  -0.6475
3 H 1.699 0.625 -1.537  0.1672
4 H 1.724 0.315 0.576  0.1283
5 H -1.211 2.522 -2.389  -0.0868
6 H -1.438 -2.404 2.531  -0.0609
7 N 1.269 0.430 -0.400  -0.0412
8 N -1.022 0.288 -1.075  -0.2616
9 O 0.972 -1.162 1.751  0.0091
10 S -0.191 1.482 -2.203  0.6263
11 S -1.775 -1.187 1.802  0.7231

(6)
The following is a quantum chemistry calculation of C2H4N2OS3 in the gas phase at a distorted geometry, from the Open Molecules 2025 dataset.

## Properties
* total charge: 0
* maximum force: 0.144 hartree/bohr
* SMILES: ON/C(=N\S)C(=S)S

Last column: Löwdin charge in e.
Element x y z (Å)
1 C 0.403 0.009 0.156  -0.6109
2 C -1.087 0.486 0.677  -1.1027
3 H 1.708 -3.028 0.392  0.1814
4 H 0.127 -1.429 1.505  0.0799
5 H 2.431 0.697 -2.448  -0.1127
6 H -0.752 2.313 -1.127  -0.1013
7 N 0.759 -1.084 0.757  -0.0394
8 N 1.033 0.485 -0.821  -0.3200
9 O 0.973 -2.371 -0.092  -0.1559
10 S 2.505 -0.237 -1.415  0.7331
11 S -1.590 2.056 -0.044  0.6997
12 S -2.149 -0.467 1.325  0.7488

Table of gap between HOMO and LUMO (eV), in record order: 8.449, 8.445, 9.558, 8.449, 8.470, 7.768
Table of energy (Ha), in record order: -661.39670, -661.49986, -661.42509, -661.49655, -1059.61616, -1457.76047